The following is a quantum chemistry calculation of 14 unconnected molecules or ions with the total composition C5H39N2O14 in a non-equilibrium geometry, from the OMol25 dataset.

The geometry in XYZ format:
```
60
Properties=species:S:1:pos:R:3:forces:R:3
C 1.298 2.981 -0.361 2.714 -0.857 0.872
O 2.621 3.072 -0.934 -0.408 1.989 0.396
C 0.262 2.389 -1.232 -0.901 -0.992 -3.260
C 0.438 0.810 -1.298 2.292 1.083 0.062
C 0.261 0.250 0.135 -2.192 -1.304 -0.472
N 1.178 -2.552 -0.180 -2.174 0.600 0.093
C -0.131 -2.191 -0.268 -1.032 -0.596 2.262
N -0.639 -1.024 0.100 2.810 0.721 -1.424
H 1.053 3.976 -0.033 -0.112 0.402 0.116
H 1.609 2.353 0.525 -1.538 0.400 -0.234
H 2.898 2.414 -1.550 -0.228 -1.212 -0.641
H 0.367 2.832 -2.301 0.373 -0.767 1.581
H -0.768 2.711 -1.057 0.080 -0.285 0.884
H -0.174 0.243 -2.026 0.315 0.626 0.362
H 1.559 0.726 -1.575 -1.865 -0.400 0.093
H -0.438 0.955 0.609 0.762 -0.239 0.568
H 1.187 0.021 0.698 -0.727 0.241 -0.333
H 1.441 -3.489 -0.400 -0.293 -0.419 -0.222
H 1.867 -1.895 -0.457 0.770 0.773 0.032
H -0.946 -2.958 -0.340 1.444 0.481 -0.209
H -1.640 -0.784 -0.086 0.586 -0.434 0.429
H -2.909 3.730 1.195 -0.735 0.563 -0.721
H -2.222 2.540 1.559 -0.781 -0.339 -1.663
O -2.757 2.885 0.759 1.605 -0.387 2.527
H -0.446 -0.201 -4.812 0.141 -0.230 -0.398
H -0.993 1.170 -4.745 0.095 -0.292 -0.983
O -0.759 0.488 -5.415 -0.193 0.500 1.449
H -0.508 1.565 3.030 -1.130 -0.077 -0.003
H -1.464 0.392 3.046 -0.115 -1.510 -0.051
O -1.463 1.326 2.913 1.382 1.696 -0.012
H -2.421 -2.754 -2.623 -0.132 0.834 0.208
H -2.219 -1.202 -2.335 -0.566 -0.829 -0.023
O -1.928 -2.104 -2.092 0.513 -0.659 -0.639
H -0.207 -2.161 4.393 0.059 0.183 0.513
H 0.087 -2.393 2.950 0.032 0.181 -0.179
O -0.564 -2.596 3.627 0.942 -1.444 -0.061
H -3.101 1.050 0.468 -0.137 0.134 -0.158
H -3.231 -0.245 1.310 0.258 0.312 -1.263
O -3.098 0.083 0.373 -0.443 -0.507 1.702
H -4.320 -0.659 -1.260 0.525 -0.119 -0.040
H -4.400 0.194 -2.512 0.882 -1.469 0.362
O -3.932 -0.618 -2.150 -1.815 2.133 -0.723
H 4.254 -1.653 0.567 -0.407 0.498 0.794
H 4.752 -2.216 -0.654 -0.688 0.636 -0.430
O 4.094 -1.537 -0.370 1.185 -1.596 -0.072
H 2.126 1.891 4.129 1.413 0.876 0.506
H 2.119 2.567 2.528 0.659 -0.121 1.658
O 1.773 2.030 3.269 -2.060 -0.070 -2.296
H 4.682 0.286 -1.636 0.112 0.140 0.214
H 3.503 -0.404 -2.293 0.386 1.469 0.328
O 3.838 0.497 -2.041 -0.651 -1.097 -0.856
H -2.426 -2.307 3.376 0.287 -0.340 0.651
H -2.799 -0.870 3.983 -0.237 -0.739 0.192
O -2.541 -1.381 3.209 -1.443 2.270 -1.143
H 1.433 -2.696 -3.462 0.248 0.419 0.245
H -0.017 -2.700 -3.233 -0.242 0.549 0.536
O 0.779 -2.254 -2.897 0.140 -0.846 -1.240
H 1.492 -0.524 4.012 -0.126 0.132 -0.849
H 1.297 0.443 2.788 0.179 -1.083 0.774
O 1.193 -0.505 3.080 0.180 0.416 0.189
```
Forces are in eV/Å.

Results
Orbital gap: 9.7 eV
2S+1: 1
Total charge: +1
ΔE to the lowest compared entry with this formula, charge and spin: 454.9 kJ/mol
HOMO energy: -12.352 eV
DFT total energy: -1376.4914 hartree
LUMO: -2.6 eV